# 1
# C4H10S2

A gas-phase ion, C4H10S2 (charge +1) at a distorted geometry (the ωB97M-V functional and the def2-TZVPD basis, the OMol25 dataset).

Summary:
- Energy: -954.464059 Eh
- Strongest force on any atom: 0.0418 Eh/bohr
- Energy above the lowest of the compared OMol25 structures with the same formula, charge and spin: 0.5325 eV
- Gap between HOMO and LUMO (spin up / spin down): 10.77 / 7.47 eV

Structure (ORCA input):
```
! wB97M-V def2-TZVPD RIJCOSX def2/J DEFGRID3
* xyz 1 2
C -0.8505 -3.0745 0.4460
C -0.2710 -2.1285 -0.5837
S -0.7645 -0.3409 -0.1989
S 0.9566 0.3989 0.4376
C 1.1928 1.9681 -0.4920
C 0.1037 3.0167 -0.3776
H -0.6031 -4.0827 0.1125
H -1.8613 -2.8178 0.7592
H -0.3465 -3.0268 1.4141
H -0.6671 -2.3743 -1.5628
H 0.8037 -1.9879 -0.5910
H 2.0998 2.3454 -0.0264
H 1.4145 1.5970 -1.4907
H 0.5067 4.0055 -0.5674
H -0.5424 2.8347 0.4794
H -0.6961 2.8648 -1.1176
*
```

Atom charges from the natural (NBO) analysis, given in e for atoms 1 to 5: number 1, C, carries -0.653; number 2, C, carries -0.453; number 3, S, carries 0.372; number 4, S, carries 0.419; number 5, C, carries -0.505



# 2
# C2H6IP

A single C2H6IP molecule at a distorted geometry (the ωB97M-V functional and the def2-TZVPD basis, the OMol25 dataset).

Summary:
- Energy: -718.764691 Eh
- Strongest force on any atom: 0.0834 Eh/bohr
- Energy above the lowest of the compared OMol25 structures with the same formula, charge and spin: 1.0108 eV
- Gap between HOMO and LUMO: 7.78 eV

Structure (ORCA input):
```
! wB97M-V def2-TZVPD RIJCOSX def2/J DEFGRID3
* xyz 0 1
C -0.9807 0.9660 0.5553
C -0.6077 -0.3653 0.0337
P 0.8796 -0.8296 -0.6935
I 3.2855 -1.0856 0.2214
H -2.1239 1.1535 0.4890
H -0.7673 1.9877 0.1430
H -0.7093 1.2045 1.6332
H -1.1122 -1.0711 0.6897
H 1.1718 0.1006 -1.6675
H 0.9642 -2.0606 -1.4043
*
```

Atom charges from the natural (NBO) analysis, given in e for atoms 1 to 5: number 1, C, carries -0.671; number 2, C, carries -0.738; number 3, P, carries 0.769; number 4, I, carries -0.315; number 5, H, carries 0.231



# 3
# C12H13NPY

A molecular structure, C12H13NPY at a distorted geometry (the ωB97M-V functional and the def2-TZVPD basis, the OMol25 dataset).

Summary:
- Energy: -899.238710 Eh
- Strongest force on any atom: 0.0552 Eh/bohr
- Energy above the lowest of the compared OMol25 structures with the same formula, charge and spin: 0.4950 eV
- Gap between HOMO and LUMO (spin up / spin down): 4.86 / 4.68 eV

Structure (ORCA input):
```
! wB97M-V def2-TZVPD RIJCOSX def2/J DEFGRID3
* xyz 0 1
C -1.6046 1.9694 -2.4646
C -1.8353 1.7822 -3.8541
C -3.2323 1.5826 -4.0634
C -3.8947 1.6388 -2.8014
C -2.9275 1.8790 -1.7879
Y -0.7350 2.5881 0.9585
P 1.7217 3.2653 0.2163
H -0.6379 2.1479 -1.9699
H -1.0696 1.7918 -4.6287
H -3.7133 1.4146 -5.0249
H -3.1084 1.9741 -0.7060
H -4.9645 1.5169 -2.6383
H 2.1373 4.6494 0.3363
H 2.1766 3.0576 -1.1472
H 2.8601 2.6759 0.8966
N 0.1161 0.6733 1.3436
C 0.5825 -0.3935 1.6034
C 1.0773 -1.6371 1.9423
C 1.8982 -2.3507 1.0307
C 2.3766 -3.6104 1.3791
C 2.0527 -4.1702 2.6223
C 1.2451 -3.4700 3.5269
C 0.7578 -2.2063 3.2009
H 2.1484 -1.9019 0.0657
H 3.0085 -4.1562 0.6750
H 2.4348 -5.1581 2.8878
H 0.9937 -3.9058 4.4963
H 0.1353 -1.6468 3.9046
*
```

Atom charges from the natural (NBO) analysis, given in e for atoms 1 to 5: number 1, C, carries -0.398; number 2, C, carries -0.330; number 3, C, carries -0.314; number 4, C, carries -0.325; number 5, C, carries -0.396



# 4
# C24H41AlB2N3O6

A molecular structure, C24H41AlB2N3O6 at a distorted geometry (the ωB97M-V functional and the def2-TZVPD basis, the OMol25 dataset).

Summary:
- Energy: -1846.404580 Eh
- Strongest force on any atom: 0.0285 Eh/bohr
- Gap between HOMO and LUMO: 2.05 eV

Structure (ORCA input):
```
! wB97M-V def2-TZVPD RIJCOSX def2/J DEFGRID3
* xyz 1 1
Al -1.8805 -1.0452 -3.0436
B -0.5902 0.1487 -0.5721
H -0.0207 0.8848 -1.3012
H -0.3010 0.4974 0.5359
H -1.7959 0.1679 -0.6153
H -0.2389 -0.9766 -0.7428
B 0.4860 -2.4288 -3.4827
H 0.6460 -1.3646 -2.9466
H 1.4982 -3.0459 -3.6408
H -0.2855 -3.0622 -2.8188
H -0.0545 -2.2072 -4.5305
O -1.3135 1.9170 -3.2150
C -1.2732 3.1124 -3.1092
O -1.5428 3.9285 -4.1344
C -1.8405 5.2625 -3.7056
C -1.1129 5.3752 -2.3626
C -1.0012 3.9373 -1.8488
H -2.9230 5.3731 -3.6370
H -1.4548 5.9587 -4.4447
H -1.6957 5.9895 -1.6713
H -0.2005 5.9585 -2.4741
H -1.7909 3.7029 -1.1378
H -0.0095 3.7226 -1.4612
O 3.1241 5.2794 2.0453
C 2.9162 4.1610 1.6906
O 3.6894 3.5597 0.7562
C 3.2179 2.2529 0.4361
C 1.7988 2.1358 1.0208
C 1.8641 3.1791 2.1496
H 3.8788 1.5086 0.8784
H 3.2134 2.1115 -0.6434
H 1.6594 1.1883 1.5380
H 1.0469 2.3183 0.2632
H 2.2018 2.7302 3.0888
H 0.9050 3.6161 2.4237
O -1.8061 -2.9932 -0.8672
C -1.4717 -4.0404 -0.3795
O -2.3723 -4.8628 0.1839
C -1.7662 -6.0923 0.6229
C -0.2564 -5.8408 0.5808
C -0.0974 -4.6664 -0.3965
H -2.1112 -6.9217 0.0078
H -2.0993 -6.2721 1.6440
H 0.2789 -6.7135 0.2148
H 0.0861 -5.5688 1.5783
H 0.1447 -5.0270 -1.3929
H 0.5763 -3.8893 -0.0419
N -2.1948 1.6911 1.6306
C -1.7865 1.9851 2.8925
C -2.5760 3.0555 3.3455
C -3.4904 3.3704 2.3465
C -3.1966 2.5260 1.2714
H -1.7949 0.9649 1.0291
H -0.9365 1.4819 3.3227
H -2.5017 3.4633 4.3403
H -4.2568 4.1220 2.4175
H -3.6361 2.4129 0.2932
N -1.0413 -1.4828 1.9570
C -2.2462 -1.9007 2.4060
C -2.0282 -2.8666 3.4073
C -0.6685 -3.1200 3.4530
C -0.0770 -2.2807 2.4972
H -0.8454 -0.7857 1.2197
H -3.1755 -1.4463 2.1044
H -2.7843 -3.3037 4.0377
H -0.1366 -3.7833 4.1138
H 0.9315 -2.1098 2.1552
N 3.0323 -1.8295 -1.8424
C 4.3354 -1.7377 -2.1616
C 5.0388 -1.3440 -0.9887
C 4.1032 -1.1017 -0.0098
C 2.8412 -1.4485 -0.5607
H 2.2979 -2.0840 -2.5217
H 4.7085 -1.8900 -3.1609
H 6.1073 -1.2928 -0.8634
H 4.2255 -0.8109 1.0189
H 1.8255 -1.4134 -0.1921
*
```

Atom charges from the Löwdin analysis, given in e for atoms 1 to 5: number 1, Al, carries 1.000; number 2, B, carries -0.531; number 3, H, carries 0.002; number 4, H, carries -0.040; number 5, H, carries -0.015



# 5
# C19H40BrNO6P2

2 unconnected molecules or ions with the total composition C19H40BrNO6P2 at a distorted geometry (the ωB97M-V functional and the def2-TZVPD basis, the OMol25 dataset).

Summary:
- Energy: -4510.867207 Eh
- Strongest force on any atom: 0.0580 Eh/bohr
- Gap between HOMO and LUMO: 8.00 eV

Structure (ORCA input):
```
! wB97M-V def2-TZVPD RIJCOSX def2/J DEFGRID3
* xyz 0 1
C -2.4399 -2.8734 3.5298
C -2.5499 -1.8193 2.3627
O -3.8686 -1.7860 1.8094
P -3.8711 -1.1546 0.2531
O -3.3604 -2.1291 -0.7770
C -2.7936 0.3644 0.2471
C -1.4845 0.0506 -0.5862
N -0.4475 1.0759 -0.2725
C 0.3805 0.6543 0.8699
C 1.6622 -0.1612 0.4813
C 2.7500 0.1161 1.5993
O 2.2321 0.2251 -0.7612
C 2.5769 -0.8899 -1.5695
C 3.6259 -1.8696 -0.9105
C 3.6290 -3.1886 -1.7981
C 4.9751 -3.4195 -2.5497
Br 3.2929 -4.7205 -0.5961
P 3.3373 -0.3432 -3.2277
C 2.4048 -1.1011 -4.6628
C 3.3974 1.5233 -3.3275
O -5.4177 -0.6130 -0.1107
C -6.4098 -1.5153 0.4516
C -6.3352 -2.9353 -0.2199
H -1.8316 -3.7443 3.2329
H -1.9866 -2.3206 4.3792
H -3.4571 -3.1531 3.8598
H -2.2339 -0.8246 2.7403
H -1.7960 -2.1088 1.5972
H -2.5601 0.7458 1.2636
H -3.3270 1.1878 -0.2756
H -1.1063 -0.9613 -0.3697
H -1.7416 0.1824 -1.6549
H -0.9924 1.8584 0.0892
H 0.6645 1.4951 1.5362
H -0.2349 -0.0316 1.5157
H 1.4296 -1.2457 0.5467
H 3.7507 -0.1452 1.2032
H 2.7349 1.1775 1.9070
H 2.5328 -0.5710 2.4421
H 1.6498 -1.5011 -1.7317
H 4.6078 -1.3576 -0.9644
H 3.3521 -2.1868 0.1086
H 2.8446 -3.0793 -2.5747
H 5.2464 -2.5699 -3.2051
H 5.7793 -3.5295 -1.7967
H 4.8806 -4.3741 -3.1064
H 2.7727 -0.6744 -5.6192
H 2.6786 -2.1783 -4.7005
H 1.3024 -0.9941 -4.6166
H 2.6539 2.0300 -2.6794
H 3.3085 1.9158 -4.3598
H 4.4053 1.8243 -2.9718
H -7.4071 -1.1098 0.1840
H -6.3292 -1.5641 1.5538
H -7.2922 -3.4629 -0.0400
H -5.5110 -3.5522 0.1747
H -6.2430 -2.7573 -1.3106
O 1.5700 3.2019 2.5283
C 0.8701 4.1149 2.1956
O -0.2832 3.9556 1.4994
C -0.8257 5.2431 1.1622
C -0.2232 6.2036 2.1682
C 1.1384 5.5798 2.4319
H -0.5396 5.4821 0.1348
H -1.9124 5.2074 1.2252
H -0.1764 7.2305 1.8076
H -0.8140 6.1969 3.0872
H 1.8897 5.9206 1.7171
H 1.4760 5.7537 3.4507
*
```

Atom charges from the natural (NBO) analysis, given in e for atoms 1 to 5: number 1, C, carries -0.632; number 2, C, carries -0.079; number 3, O, carries -0.804; number 4, P, carries 2.313; number 5, O, carries -1.090



# 6
# C5H6O2

A single C5H6O2 molecule (the ωB97M-V functional and the def2-TZVPD basis, the OMol25 dataset).

Summary:
- Energy: -344.464278 Eh
- Strongest force on any atom: 0.0116 Eh/bohr
- Energy above the lowest of the compared OMol25 structures with the same formula, charge and spin: 3.7452 eV
- Gap between HOMO and LUMO: 10.02 eV

Structure (ORCA input):
```
! wB97M-V def2-TZVPD RIJCOSX def2/J DEFGRID3
* xyz 0 1
C -2.0036 -0.3778 0.0526
C -0.6558 0.1909 -0.3364
O 0.2705 -0.8772 -0.4472
C 1.5781 -0.7188 -0.1807
O 2.3646 -1.5967 -0.4087
C 1.9993 0.5835 0.4343
C 1.3224 1.6416 0.7973
H -1.9307 -0.9072 1.0059
H -2.7374 0.4273 0.1537
H -2.3566 -1.0800 -0.7072
H -0.3326 0.9159 0.4417
H 3.0704 0.6672 0.6366
H -0.6920 0.7311 -1.2882
*
```

Atom charges from the natural (NBO) analysis, given in e for atoms 1 to 5: number 1, C, carries -0.623; number 2, C, carries -0.046; number 3, O, carries -0.484; number 4, C, carries 0.791; number 5, O, carries -0.534



# 7
# C2H3P3

A single C2H3P3 molecule at a distorted geometry (the ωB97M-V functional and the def2-TZVPD basis, the OMol25 dataset).

Summary:
- Energy: -1101.933634 Eh
- Strongest force on any atom: 0.0818 Eh/bohr
- Energy above the lowest of the compared OMol25 structures with the same formula, charge and spin: 2.5016 eV
- Gap between HOMO and LUMO: 8.05 eV

Structure (ORCA input):
```
! wB97M-V def2-TZVPD RIJCOSX def2/J DEFGRID3
* xyz 0 1
C -0.7980 -1.3936 0.4637
C 0.3065 0.8472 -0.8155
P -0.7784 -0.7247 -0.9614
P 0.4719 0.0401 2.2058
P 0.9472 1.3816 0.7956
H -1.3356 -2.0810 1.0450
H 1.2024 0.3585 -1.1732
H -0.0160 1.5719 -1.5598
*
```

Atom charges from the natural (NBO) analysis, given in e for atoms 1 to 5: number 1, C, carries -0.803; number 2, C, carries -1.068; number 3, P, carries 0.735; number 4, P, carries 0.095; number 5, P, carries 0.297